No. 1
The following is a quantum chemistry calculation of a molecular structure, C3H9N5, from the Open Molecules 2025 dataset.

Last column: Löwdin charge in e.
Element x y z (Å)
C (-2.03961, 0.68052, 1.68205)  -0.086
C (-0.80702, -0.08656, 1.10196)  -0.446
C (-0.50421, -0.31733, -1.24375)  -0.391
H (-2.22957, 0.68919, 2.88122)  0.092
H (-2.15057, 1.79253, 1.44823)  0.055
H (-3.02085, 0.05120, 1.03258)  0.144
H (2.44789, -0.67645, 1.49872)  0.222
H (1.03494, -1.50958, 0.51910)  0.013
H (-0.67736, -1.02623, -2.21477)  0.174
H (0.96045, 0.93501, -0.39700)  0.242
H (2.22355, -0.64240, -2.05364)  0.101
H (2.16124, 1.02678, -2.90204)  0.184
N (0.33180, -0.15873, 1.71719)  -0.039
N (1.28869, -0.69535, 0.91838)  -0.096
N (-1.11290, -0.52922, -0.20578)  0.057
N (0.56525, 0.33591, -1.39335)  -0.164
N (1.52827, 0.13073, -2.38910)  -0.062

Forces on the atoms, in the same order (eV/Å):
-2.95 -1.49 0.55
-0.85 2.23 0.07
-0.59 -4.83 -5.12
0.69 -0.61 -2.93
0.63 -1.58 -0.31
2.81 2.21 2.44
-5.16 -0.71 -2.23
-0.54 -3.71 -1.50
-0.19 1.83 1.98
-1.59 -2.64 -3.89
-1.48 2.21 -0.81
-3.01 -3.15 2.71
-2.05 0.47 -0.11
7.16 3.46 3.66
-2.73 -1.01 4.31
6.88 7.40 2.64
2.99 -0.08 -1.45

Summary:
energy relative to the best compared isomer or geometry (same formula, charge and spin): 7.573 eV
HOMO level: -8.1 eV
Kohn-Sham gap: 8.7 eV
electronic energy: -10700.4757 eV

=====

No. 2
The following is a quantum chemistry calculation of a gas-phase ion, CH4O2PS (charge -1), from the Open Molecules 2025 dataset.

Last column: Löwdin charge in e.
Element x y z (Å)
O (0.79274, 0.67931, -2.18363)  -0.594
P (0.99498, 0.84776, -0.71370)  0.476
O (1.92480, -0.48558, -0.24157)  -0.404
C (-0.85216, 0.10438, 0.01187)  -0.563
S (-0.89654, -0.50715, 1.97884)  0.409
H (1.52626, -1.23285, -0.69352)  0.000
H (-1.03993, -0.83356, -0.43147)  -0.068
H (-1.77907, 0.75510, -0.21761)  0.012
H (-0.67109, 0.67258, 2.49079)  -0.268

Forces on the atoms, in the same order (eV/Å):
-0.42 -0.11 -1.05
-0.68 -0.16 1.59
-0.32 0.40 0.27
0.06 1.46 1.69
-0.29 0.08 -2.54
0.05 -0.44 -0.21
-0.10 -1.31 -0.79
1.47 -0.79 0.67
0.24 0.88 0.38

Summary:
energy relative to the best compared isomer or geometry (same formula, charge and spin): 2.901 eV
HOMO level: -3.2 eV
net charge: -1
Kohn-Sham gap: 6.7 eV
electronic energy: -25322.3873 eV

=====

No. 3
The following is a quantum chemistry calculation of C4H4N2O in the gas phase, from the Open Molecules 2025 dataset.

Last column: Löwdin charge in e.
Element x y z (Å)
C (-1.85222, -1.27728, -0.96754)  0.063
C (-0.83526, -0.58166, -0.55530)  -0.386
C (0.08788, -1.13250, 0.45947)  -0.068
N (0.99486, -0.38598, 0.98203)  0.151
C (0.75947, 0.85190, 0.43137)  -0.487
O (1.42477, 1.84394, 0.39932)  0.118
N (-0.28112, 0.64313, -0.60306)  0.134
H (-1.95197, -2.28288, -0.67006)  0.037
H (-2.91273, -0.75161, -1.38671)  0.144
H (0.06563, -2.16123, 1.02594)  0.162
H (-0.55446, 1.48145, -1.02451)  0.130

Forces on the atoms, in the same order (eV/Å):
-5.33 1.92 -1.80
2.49 0.24 2.16
1.25 -4.12 2.96
-1.08 -0.37 0.65
0.21 0.34 -4.27
-0.32 0.24 1.14
0.76 1.76 1.23
-0.01 -0.96 0.26
3.45 -1.55 0.67
-0.49 1.57 -1.98
-0.91 0.93 -1.01

Summary:
energy relative to the best compared isomer or geometry (same formula, charge and spin): 1.910 eV
HOMO level: -9.5 eV
Kohn-Sham gap: 8.8 eV
electronic energy: -9238.5781 eV

=====

No. 4
The following is a quantum chemistry calculation of C4H8N3P in the gas phase, from the Open Molecules 2025 dataset.

Last column: Löwdin charge in e.
Element x y z (Å)
C (-2.22573, 0.48186, 0.11226)  -0.188
C (0.04682, 0.02358, -0.28001)  -0.340
C (-0.46346, 0.99885, 1.77993)  -0.073
C (2.06740, -1.50605, -1.19436)  -0.340
N (-2.42683, -0.14367, -1.00494)  -0.148
N (-1.62476, -0.54596, -1.79148)  0.144
N (-0.85880, 0.38173, 0.54330)  -0.226
P (1.84413, 0.14981, -0.26630)  0.793
H (-2.91218, 0.70586, 0.92358)  0.099
H (0.51741, 1.41653, 1.85832)  0.054
H (-1.20926, 1.77785, 2.14753)  0.116
H (-0.50384, 0.20122, 2.47415)  0.082
H (2.85531, -1.31802, -1.98693)  0.035
H (0.96961, -1.50392, -1.65500)  0.036
H (2.20322, -2.28706, -0.43138)  0.018
H (1.72096, 1.16736, -1.22867)  -0.061

Forces on the atoms, in the same order (eV/Å):
-0.01 -0.14 2.17
-1.95 -1.07 -1.86
-2.25 1.19 1.99
-2.03 2.27 -1.46
0.28 0.03 -0.96
0.90 0.30 1.46
1.49 1.58 -1.65
0.13 -0.87 0.92
-0.25 -0.19 -0.71
0.54 0.19 -0.76
0.83 -0.95 -0.73
0.00 -0.67 1.22
-0.81 -0.91 1.07
2.55 -0.80 0.55
0.27 0.27 -0.65
0.30 -0.22 -0.58

Summary:
energy relative to the best compared isomer or geometry (same formula, charge and spin): 4.077 eV
HOMO level (spin up / spin down): -7.7 / -7.7 eV
Kohn-Sham gap (spin up / spin down): 8.2 / 8.2 eV
electronic energy: -18031.1236 eV